# 1
The following is a quantum chemistry calculation of a structure of composition C17H34AlBr2CaCl2F6MgN4O5P2S at a distorted geometry, from OMol25.

Calculated values
2S+1 ... 1
Total energy ... -10131.26621 hartree
Lowest unoccupied orbital energy ... -8.66 eV
Gap between HOMO and LUMO ... 0.0563 hartree
Highest occupied orbital energy ... -10.19 eV
Net charge ... +1

Structure (XYZ):
```
76
Properties=species:S:1:pos:R:3:mulliken_charge:R:1
C -2.422 1.461 -4.256 -0.5268
C -1.793 0.367 -4.720 -0.1640
C -1.837 -0.928 -3.952 0.6813
O -0.980 -1.751 -4.128 -0.5757
O -2.895 -1.110 -3.108 -0.3379
C -2.464 -1.332 -1.775 -0.8603
C -2.041 0.012 -1.145 -1.0375
C -1.848 -0.150 0.387 -0.4263
C -1.806 1.255 1.005 -0.5517
C -1.246 1.324 2.491 -1.8952
C -0.215 0.234 2.844 -0.3690
C 1.208 0.588 2.344 0.3017
N 1.165 1.274 1.052 -0.0782
C 2.326 1.024 0.275 0.0969
N 2.560 1.710 -0.776 0.3310
C 3.732 1.376 -1.600 -0.9141
P 1.368 3.045 -1.090 0.2123
S 2.125 4.464 -2.142 -0.2815
N 3.023 -0.032 0.887 -0.3048
C 2.175 -0.619 1.948 0.7279
C 3.210 -1.154 2.960 -1.3665
C 2.612 -1.687 4.274 0.0765
N 2.015 -0.982 5.161 -0.8212
H -3.005 2.118 -4.911 0.3078
H -2.329 1.772 -3.217 0.1314
H -1.246 0.350 -5.659 0.4737
H -3.258 -1.741 -1.142 0.3403
H -1.659 -2.075 -1.761 0.4799
H -2.754 0.804 -1.385 0.5782
H -1.032 0.220 -1.548 0.2741
H -2.701 -0.741 0.743 0.7897
H -0.932 -0.742 0.509 -0.2748
H -2.854 1.615 1.033 0.8403
H -1.237 1.953 0.369 0.6504
H -2.067 1.309 3.227 0.2541
H -0.755 2.345 2.625 0.6414
H -0.124 0.192 3.940 0.5688
H -0.529 -0.776 2.542 0.5164
H 1.790 1.252 3.030 -0.0812
H 0.496 0.671 0.542 -0.5405
H 3.618 1.798 -2.595 0.5365
H 4.677 1.629 -1.115 0.2906
H 3.703 0.232 -1.707 0.1268
H 0.948 3.479 0.235 0.1663
H 0.244 2.430 -1.712 0.0641
H 3.867 0.423 1.240 0.4257
H 1.446 -1.379 1.614 -0.0034
H 4.018 -0.440 3.188 0.5207
H 3.709 -2.007 2.489 0.5301
H 2.711 -2.752 4.497 0.5118
H 2.022 -0.027 4.798 0.0051
Br 3.582 -1.091 -3.224 -0.3579
Al -2.465 -0.704 3.538 0.3947
O 0.490 -3.252 1.707 -0.4182
C 1.411 -4.073 1.771 -0.0429
C 1.758 -4.629 0.086 -0.1130
O 2.669 -5.448 0.191 -0.3991
H 1.236 -5.008 2.327 0.5191
H 2.397 -3.729 2.150 -0.1175
H 1.949 -3.680 -0.453 0.2069
H 0.767 -4.963 -0.269 0.3173
Br -0.160 4.877 0.484 -0.5279
Mg -1.800 3.445 2.054 1.2489
O 6.309 -1.600 2.876 -0.5658
H 6.857 -1.057 3.453 0.2837
H 6.913 -2.281 2.555 0.2944
F -5.808 0.373 -4.605 -0.3076
P -6.141 1.871 -5.213 1.0255
F -7.626 2.567 -5.204 -0.3201
F -6.135 2.133 -3.577 -0.3539
F -4.746 1.688 -6.102 -0.3472
F -5.574 3.418 -5.340 -0.3428
F -6.883 1.067 -6.431 -0.3228
Cl -4.129 1.549 3.121 -0.3989
Ca 3.014 1.345 5.594 1.1320
Cl -2.624 -3.119 1.706 -0.5286
```



# 2
The following is a quantum chemistry calculation of the molecule C17H34BClN5O5PSSi at a distorted geometry, from OMol25.

Calculated values
2S+1 ... 1
Total energy ... -2832.29225 hartree
SMILES ... [H]/N=C(/N)NCCCC[C@@H](O[C@H](N=C=S)[C@@H](B(O)O)N(CC#C)CCO[Si](C)(C)C)P(O)Cl
Lowest unoccupied orbital energy ... 0.11 eV
Gap between HOMO and LUMO ... 0.3295 hartree
Highest occupied orbital energy ... -8.85 eV
Net charge ... 0

Structure (XYZ):
```
66
Properties=species:S:1:pos:R:3:mulliken_charge:R:1
H 1.935 -2.505 3.193 0.3696
N 2.874 -2.651 3.553 -0.7811
C 3.667 -2.883 2.600 0.5247
N 5.033 -3.111 2.856 -0.5991
N 3.308 -2.959 1.210 -0.3425
C 2.329 -4.045 0.940 -1.0083
C 1.104 -3.520 0.204 -0.3761
C 0.251 -2.518 1.001 -0.1053
C -0.913 -2.077 0.121 -0.9933
C -1.975 -1.244 0.892 0.4334
O -2.038 0.003 0.225 -0.0337
C -2.931 0.913 0.778 -0.7817
N -3.972 1.388 -0.222 -0.5203
C -4.105 0.745 -1.232 0.4705
S -3.954 0.187 -2.685 -0.3482
C -2.212 2.175 1.318 -0.7499
B -1.973 1.914 2.896 1.1102
O -2.866 2.288 3.852 -0.5040
O -0.807 1.259 3.237 -0.7238
N -0.980 2.516 0.624 0.7986
C -0.550 3.843 1.109 -1.1515
C 0.648 3.770 1.952 -0.3387
C 1.615 3.797 2.682 -0.1596
C -1.133 2.623 -0.832 -0.4630
C 0.251 2.491 -1.478 -0.5294
O 0.579 1.125 -1.706 -0.1914
Si 1.061 0.878 -3.304 0.6278
C -0.428 1.239 -4.419 -0.8309
C 1.587 -0.935 -3.410 -0.7966
C 2.535 1.977 -3.725 -1.1776
P -3.609 -2.170 0.799 0.0817
O -3.711 -2.623 -0.768 -0.5266
Cl -3.249 -3.895 1.896 -0.2621
H 5.549 -2.320 2.491 0.2598
H 5.098 -3.128 3.868 0.3136
H 2.945 -2.076 0.880 0.2720
H 2.058 -4.551 1.865 0.4274
H 2.840 -4.778 0.313 0.3350
H 0.489 -4.359 -0.126 0.4776
H 1.430 -3.003 -0.706 -0.0006
H -0.100 -2.992 1.920 0.3210
H 0.901 -1.683 1.271 0.3824
H -0.588 -1.514 -0.753 -0.5090
H -1.371 -2.995 -0.252 0.6286
H -1.705 -1.162 1.948 0.5577
H -3.522 0.494 1.595 0.7833
H -2.953 2.995 1.277 0.0935
H -3.739 2.402 3.461 0.3287
H -0.282 1.866 3.774 0.2107
H -1.354 4.377 1.623 0.4277
H -0.264 4.490 0.282 0.4709
H 2.447 4.079 3.268 0.4934
H -1.716 1.821 -1.281 -0.2426
H -1.605 3.561 -1.160 0.4140
H 0.215 3.091 -2.400 0.4792
H 1.038 2.929 -0.859 0.2482
H -1.304 1.220 -3.767 0.0280
H -0.360 2.273 -4.761 0.2685
H -0.524 0.550 -5.252 0.4280
H 1.066 -1.486 -2.626 -0.0775
H 2.654 -1.024 -3.212 0.2981
H 1.332 -1.299 -4.403 0.3998
H 3.292 1.950 -2.938 0.3162
H 2.242 3.025 -3.804 0.3206
H 3.020 1.650 -4.644 0.3613
H -4.603 -2.396 -1.048 0.3624
```